No. 1
C52H45Br2N6O5P2RbSTe | the ωB97M-V functional and the def2-TZVPD basis

Output
net charge = -2
2S+1 = 1
energy above the lowest of the compared OMol25 structures with the same formula, charge and spin = 0.0 kJ/mol

Atoms and positions in Å:
Rb: 1.308 1.999 0.010
O: 5.300 5.834 -4.007
C: 4.482 5.069 -3.207
C: 4.382 5.298 -1.846
C: 3.553 4.473 -1.098
N: 2.837 3.502 -1.662
C: 2.907 3.310 -2.981
C: 3.739 4.061 -3.798
C: 1.951 2.259 -3.595
O: 2.069 2.066 -4.824
O: 1.127 1.740 -2.809
C: 3.427 4.699 0.432
O: 3.769 5.828 0.821
O: 2.996 3.725 1.097
H: 5.702 6.505 -3.447
H: 4.910 6.100 -1.342
H: 3.773 3.859 -4.859
Br: -1.513 4.684 6.819
C: -1.058 4.165 5.052
C: 0.226 3.753 4.765
C: 0.492 3.384 3.451
N: -0.420 3.413 2.488
C: -1.645 3.837 2.778
C: -2.021 4.220 4.063
C: -2.623 3.901 1.649
C: -3.984 3.730 1.877
C: -4.832 3.836 0.791
Br: -6.696 3.594 1.039
C: -4.331 4.095 -0.466
C: -2.951 4.230 -0.580
N: -2.113 4.137 0.442
H: 0.997 3.717 5.520
H: 1.485 3.063 3.154
H: -3.018 4.573 4.282
H: -4.367 3.488 2.858
H: -4.969 4.153 -1.336
H: -2.507 4.406 -1.552
Te: 3.072 -2.090 2.999
C: 2.745 -4.081 3.629
C: 3.260 -4.559 4.830
C: 3.002 -5.868 5.207
N: 2.276 -6.725 4.489
C: 1.792 -6.256 3.335
C: 1.995 -4.969 2.867
C: 1.399 -1.949 1.720
P: 0.406 -0.530 2.360
C: -1.246 -0.789 1.548
C: -1.943 0.317 1.072
C: -3.206 0.179 0.502
C: -3.779 -1.078 0.401
C: -3.086 -2.194 0.862
C: -1.831 -2.048 1.429
C: -0.117 -1.079 4.048
C: -0.488 -0.106 4.971
C: -0.889 -0.452 6.256
C: -0.910 -1.785 6.639
C: -0.542 -2.767 5.726
C: -0.154 -2.416 4.442
P: 1.897 -1.379 0.029
C: 3.400 -2.363 -0.385
C: 4.631 -1.713 -0.283
C: 5.817 -2.378 -0.551
C: 5.795 -3.712 -0.934
C: 4.578 -4.367 -1.056
C: 3.392 -3.695 -0.789
C: 0.664 -2.214 -1.062
C: 0.322 -1.568 -2.251
C: -0.576 -2.159 -3.131
C: -1.147 -3.388 -2.834
C: -0.828 -4.026 -1.641
C: 0.066 -3.435 -0.760
H: 3.843 -3.917 5.480
H: 3.390 -6.245 6.149
H: 1.203 -6.957 2.750
H: 1.562 -4.638 1.930
H: -1.495 1.303 1.144
H: -3.726 1.046 0.114
H: -4.758 -1.192 -0.052
H: -3.524 -3.181 0.766
H: -1.280 -2.914 1.777
H: -0.458 0.938 4.677
H: -1.173 0.322 6.960
H: -1.207 -2.059 7.645
H: -0.547 -3.812 6.017
H: 0.143 -3.178 3.732
H: 4.652 -0.669 0.006
H: 6.760 -1.851 -0.464
H: 6.720 -4.236 -1.144
H: 4.548 -5.406 -1.362
H: 2.450 -4.217 -0.902
H: 0.749 -0.596 -2.490
H: -0.842 -1.643 -4.044
H: -1.853 -3.841 -3.522
H: -1.285 -4.977 -1.392
H: 0.294 -3.898 0.193
C: -1.207 2.258 -5.018
N: -1.881 0.964 -5.061
C: -1.387 0.086 -6.110
C: -2.864 0.641 -4.221
S: -3.390 1.615 -2.968
N: -3.475 -0.614 -4.498
C: -4.059 -1.274 -3.335
C: -4.452 -0.495 -5.574
H: -1.563 2.875 -5.851
H: -0.130 2.106 -5.098
H: -1.418 2.750 -4.077
H: -0.300 0.162 -6.128
H: -1.773 0.398 -7.086
H: -1.692 -0.938 -5.921
H: -3.335 -1.316 -2.525
H: -4.320 -2.293 -3.628
H: -4.954 -0.756 -2.971
H: -3.992 -0.061 -6.462
H: -5.300 0.137 -5.273
H: -4.824 -1.488 -5.828

No. 2
C52H46Cl76NO2P | the ωB97M-V functional and the def2-TZVPD basis

Output
2S+1 = 1

Atoms and positions in Å:
C: 6.996 -1.518 1.309
C: 6.138 -0.167 1.490
C: 6.924 1.115 0.940
C: 6.033 2.391 1.293
C: 5.855 3.415 0.087
C: 4.883 2.911 -1.058
C: 3.325 3.032 -0.681
C: 2.536 4.036 -1.637
C: 1.004 4.230 -1.237
C: 0.017 3.686 -2.384
C: -1.267 4.634 -2.523
C: -2.332 4.219 -1.404
C: -3.800 3.956 -2.007
C: -4.645 3.283 -0.863
C: -5.405 4.040 0.217
C: -5.348 5.625 0.244
C: -4.780 6.072 1.647
C: -3.736 5.269 2.381
C: -3.225 5.677 3.744
C: -3.732 6.934 4.415
C: -4.773 7.781 3.701
C: -5.277 7.328 2.342
C: -6.233 3.310 1.275
N: -7.004 4.033 2.299
C: -6.336 1.785 1.333
C: -7.208 1.021 2.417
C: -5.580 1.038 0.260
C: -4.761 1.768 -0.808
C: -4.077 0.816 -1.878
O: -2.958 1.004 -2.352
C: -4.959 -0.457 -2.256
C: -5.727 -1.125 -1.292
P: -6.834 -2.603 -1.714
C: -8.502 -1.770 -2.148
C: -7.263 -3.573 -0.131
C: -5.653 -0.549 0.192
O: -5.614 -1.273 1.189
H: 7.688 -1.417 0.421
H: 7.582 -1.768 2.248
H: 6.335 -2.419 1.102
H: 5.153 -0.258 0.934
H: 5.960 -0.060 2.599
H: 7.892 1.172 1.533
H: 7.195 1.035 -0.153
H: 6.562 2.966 2.123
H: 5.011 2.071 1.678
H: 5.489 4.390 0.531
H: 6.890 3.633 -0.343
H: 5.096 3.497 -2.016
H: 5.115 1.831 -1.306
H: 3.268 3.366 0.401
H: 2.893 1.992 -0.774
H: 3.048 5.047 -1.624
H: 2.632 3.644 -2.705
H: 0.771 3.685 -0.268
H: 0.816 5.333 -1.028
H: -0.297 2.640 -2.053
H: 0.544 3.549 -3.378
H: -0.901 5.684 -2.262
H: -1.709 4.639 -3.562
H: -2.434 5.032 -0.608
H: -1.990 3.265 -0.884
H: -4.308 4.902 -2.351
H: -3.718 3.240 -2.888
H: -4.749 6.004 -0.640
H: -6.433 5.977 0.191
H: -3.318 4.311 1.946
H: -2.457 5.016 4.247
H: -3.349 7.211 5.442
H: -5.206 8.736 4.113
H: -6.071 7.911 1.778
H: -7.932 3.579 2.275
H: -7.170 5.000 1.976
H: -8.147 0.629 1.893
H: -6.691 0.118 2.844
H: -7.584 1.708 3.235
H: -4.992 -0.840 -3.315
H: -8.788 -1.127 -1.249
H: -9.280 -2.596 -2.184
H: -8.450 -1.174 -3.103
H: -8.014 -4.396 -0.334
H: -7.678 -2.811 0.610
H: -6.283 -3.960 0.289
C: 6.221 6.924 -0.761
Cl: 6.415 8.659 -1.082
Cl: 7.406 6.411 0.456
Cl: 4.582 6.615 -0.156
Cl: 6.482 6.012 -2.261
C: -2.304 10.914 4.054
Cl: -0.551 11.175 3.935
Cl: -3.082 11.387 2.530
Cl: -2.628 9.194 4.372
Cl: -2.957 11.897 5.381
C: 6.112 3.372 -5.747
Cl: 6.303 5.106 -6.069
Cl: 7.298 2.863 -4.528
Cl: 4.473 3.060 -5.144
Cl: 6.375 2.459 -7.246
C: -6.537 0.210 6.368
Cl: -6.606 1.957 6.059
Cl: -6.535 -0.081 8.118
Cl: -7.952 -0.577 5.640
Cl: -5.056 -0.460 5.658
C: 2.993 7.198 3.893
Cl: 2.013 8.653 3.624
Cl: 2.351 6.304 5.285
Cl: 2.940 6.165 2.452
Cl: 4.674 7.669 4.216
C: 9.770 -3.133 -1.790
Cl: 8.709 -1.723 -1.984
Cl: 9.235 -4.093 -0.395
Cl: 9.694 -4.136 -3.249
Cl: 11.437 -2.586 -1.530
C: -8.557 -4.095 -5.675
Cl: -10.030 -4.760 -4.939
Cl: -7.767 -5.349 -6.653
Cl: -8.985 -2.718 -6.712
Cl: -7.450 -3.553 -4.394
C: 10.271 -8.202 -3.988
Cl: 12.004 -7.868 -4.185
Cl: 9.407 -7.739 -5.467
Cl: 10.035 -9.933 -3.680
Cl: 9.637 -7.266 -2.622
C: 6.926 -8.204 -8.765
Cl: 5.918 -7.204 -7.701
Cl: 6.052 -8.532 -10.274
Cl: 8.433 -7.339 -9.130
Cl: 7.302 -9.739 -7.955
C: -2.428 -0.132 9.086
Cl: -0.836 0.538 9.542
Cl: -3.391 1.137 8.308
Cl: -2.233 -1.483 7.953
Cl: -3.267 -0.701 10.543
C: 11.865 -11.306 -0.318
Cl: 12.052 -9.863 -1.331
Cl: 13.266 -11.460 0.761
Cl: 10.385 -11.159 0.651
Cl: 11.754 -12.743 -1.353
C: 3.096 -8.700 -4.830
Cl: 3.011 -6.956 -5.151
Cl: 3.075 -8.979 -3.077
Cl: 1.702 -9.507 -5.575
Cl: 4.595 -9.355 -5.516
C: 4.537 -5.377 0.162
Cl: 4.322 -6.955 0.947
Cl: 3.820 -4.109 1.177
Cl: 6.270 -5.054 -0.054
Cl: 3.737 -5.391 -1.422
C: -13.834 -6.439 -3.873
Cl: -12.282 -5.743 -3.363
Cl: -14.782 -5.205 -4.725
Cl: -13.538 -7.811 -4.958
Cl: -14.730 -6.995 -2.446
C: 0.810 -12.867 -3.026
Cl: -0.443 -11.716 -3.529
Cl: 0.999 -12.801 -1.263
Cl: 0.335 -14.507 -3.509
Cl: 2.349 -12.444 -3.801
C: -1.943 -2.831 2.116
Cl: -0.209 -2.506 1.923
Cl: -2.796 -2.377 0.629
Cl: -2.190 -4.560 2.431
Cl: -2.567 -1.886 3.483
C: 1.711 -3.174 9.042
Cl: 0.884 -4.467 9.933
Cl: 3.258 -2.808 9.831
Cl: 2.009 -3.704 7.373
Cl: 0.692 -1.720 9.029
C: -8.711 -3.658 8.331
Cl: -8.936 -5.226 9.131
Cl: -9.354 -2.368 9.365
Cl: -6.981 -3.381 8.047
Cl: -9.573 -3.658 6.780
C: 7.069 9.226 -6.638
Cl: 7.063 10.966 -6.986
Cl: 6.919 8.972 -4.888
Cl: 5.705 8.452 -7.469
Cl: 8.590 8.513 -7.211

No. 3
C52H46F9IrOP3S3 | the ωB97M-V functional and the def2-TZVPD basis

Output
net charge = +1
2S+1 = 1
energy above the lowest of the compared OMol25 structures with the same formula, charge and spin = 155.8 kJ/mol

Atoms and positions in Å:
Ir: 0.175 -0.227 -0.331
S: 0.206 1.790 -1.462
P: -0.567 3.107 0.727
C: -0.975 1.533 -0.154
P: -2.439 0.812 -0.907
S: -1.550 -0.618 -1.995
C: -3.439 -0.001 0.353
C: -3.149 0.128 1.703
C: -3.887 -0.580 2.645
C: -4.911 -1.418 2.232
C: -5.199 -1.557 0.877
C: -4.465 -0.853 -0.063
C: -3.531 1.944 -1.760
C: -4.776 2.284 -1.232
C: -5.614 3.130 -1.940
C: -5.207 3.647 -3.161
C: -3.960 3.326 -3.681
C: -3.121 2.470 -2.986
C: -0.975 3.011 2.507
C: -1.362 4.127 3.250
C: -1.480 4.045 4.631
C: -1.195 2.859 5.292
C: -0.767 1.755 4.567
C: -0.642 1.837 3.188
C: -1.692 4.343 0.014
C: -1.186 5.115 -1.030
C: -1.972 6.086 -1.633
C: -3.267 6.301 -1.185
C: -3.779 5.537 -0.144
C: -2.999 4.557 0.448
H: -2.360 0.790 2.027
H: -3.658 -0.475 3.697
H: -5.489 -1.966 2.965
H: -5.991 -2.221 0.555
H: -4.684 -0.968 -1.118
H: -5.093 1.887 -0.276
H: -6.588 3.382 -1.540
H: -5.866 4.305 -3.713
H: -3.647 3.733 -4.633
H: -2.153 2.199 -3.392
H: -1.574 5.065 2.750
H: -1.793 4.916 5.193
H: -1.290 2.800 6.368
H: -0.519 0.833 5.078
H: -0.258 0.987 2.630
H: -0.167 4.955 -1.367
H: -1.570 6.680 -2.443
H: -3.880 7.064 -1.648
H: -4.792 5.702 0.202
H: -3.407 3.954 1.252
F: 6.572 -2.431 2.950
C: 6.406 -3.288 1.926
F: 6.598 -4.525 2.406
F: 7.379 -3.044 1.035
C: 5.038 -3.140 1.310
C: 4.871 -3.310 -0.054
C: 3.610 -3.158 -0.619
C: 2.524 -2.831 0.182
C: 2.703 -2.672 1.559
C: 3.952 -2.836 2.125
P: 0.881 -2.454 -0.502
C: -0.232 -3.671 0.243
C: -1.566 -3.324 0.464
C: -2.424 -4.226 1.070
C: -1.948 -5.468 1.463
C: -0.628 -5.828 1.238
C: 0.231 -4.927 0.628
C: -2.872 -6.399 2.206
F: -2.953 -6.051 3.503
F: -4.117 -6.357 1.707
F: -2.454 -7.670 2.157
C: 1.010 -2.906 -2.265
C: 1.422 -1.938 -3.180
C: 1.438 -2.216 -4.536
C: 1.033 -3.467 -4.983
C: 0.639 -4.444 -4.083
C: 0.629 -4.163 -2.725
C: 0.941 -3.737 -6.462
F: -0.279 -3.419 -6.930
F: 1.833 -3.014 -7.156
F: 1.153 -5.030 -6.746
H: 5.720 -3.556 -0.677
H: 3.483 -3.291 -1.685
H: 1.860 -2.408 2.187
H: 4.094 -2.712 3.190
H: -1.935 -2.353 0.160
H: -3.458 -3.960 1.240
H: -0.272 -6.803 1.540
H: 1.265 -5.205 0.461
H: 1.714 -0.955 -2.829
H: 1.749 -1.462 -5.245
H: 0.337 -5.419 -4.440
H: 0.309 -4.928 -2.030
C: 4.611 0.358 -1.935
C: 5.268 0.763 -0.618
C: 4.399 0.484 0.608
S: 2.822 1.361 0.516
O: 1.785 0.261 0.893
C: 2.930 2.360 1.998
C: 3.811 3.588 1.772
C: 3.258 4.558 0.729
H: 5.194 0.713 -2.783
H: 3.605 0.776 -2.030
H: 4.531 -0.728 -2.011
H: 5.533 1.824 -0.644
H: 6.200 0.209 -0.490
H: 4.900 0.772 1.532
H: 4.115 -0.568 0.669
H: 3.307 1.718 2.797
H: 1.900 2.640 2.219
H: 4.820 3.271 1.489
H: 3.905 4.096 2.732
H: 3.209 4.107 -0.263
H: 3.892 5.441 0.663
H: 2.251 4.878 0.997

| no. | highest occupied orbital energy (eV) |
| --- | --- |
| 1 | -2.04 |
| 2 | -8.30 |
| 3 | -9.82 |